1.
Here is a cluster of 2 separate species, C4H11N3O2 in total at a distorted geometry from the Open Molecules 2025 dataset. Energies are from ωB97M-V with the def2-TZVPD basis set.

Calculated values
Frontier orbital gap in Ha: 0.3622
E_HOMO in eV: -9.32
E_LUMO in eV: 0.5
SMILES string: [H]/N=C(/N)NC.CC(=O)O

Positions of all 20 atoms, in Å:
O  1.745  -0.857  -2.735
O  0.176  0.726  -2.609
N  -0.324  0.779  1.129
N  1.383  0.561  2.723
N  -0.880  0.247  3.450
C  -0.567  -1.443  -2.776
C  0.445  -0.414  -2.679
C  0.168  0.378  2.453
C  -1.731  0.352  1.088
H  -1.660  -1.105  -2.574
H  -0.906  -2.106  -3.714
H  -0.683  -0.541  3.909
H  -0.643  -2.110  -1.781
H  0.253  0.216  0.480
H  -2.292  0.969  1.766
H  2.325  -0.245  -2.771
H  -2.147  0.346  0.090
H  -2.021  -0.704  1.453
H  2.013  0.916  2.009
H  -0.744  1.067  4.254


2.
Here is a structure of composition C13H34BeN3O6 at a distorted geometry from the Open Molecules 2025 dataset. Energies are from ωB97M-V with the def2-TZVPD basis set.

Calculated values
Charge: +1
Frontier orbital gap in Ha: 0.2759
E_HOMO in eV: -10.83
E_LUMO in eV: -3.3

Positions of all 57 atoms, in Å:
O  -41.310  -9.188  2.550
O  -45.531  -8.792  0.845
O  -42.789  -11.833  3.425
O  -46.517  -13.151  1.728
O  -45.077  -11.718  0.992
O  -46.279  -11.267  2.767
N  -43.107  -9.824  -0.397
N  -43.748  -7.472  2.805
N  -44.443  -9.828  4.443
C  -42.363  -5.525  3.352
C  -43.863  -10.824  5.327
C  -46.028  -12.054  1.844
C  -46.869  -8.522  1.262
C  -43.473  -12.152  4.677
C  -45.251  -8.589  -0.596
C  -42.245  -13.014  2.664
C  -44.706  -10.946  6.589
C  -43.326  -8.467  -2.442
C  -40.293  -10.065  3.151
C  -43.699  -8.634  -0.896
C  -42.404  -6.966  2.792
C  -41.415  -7.952  3.341
Be  -43.727  -9.911  2.109
H  -42.823  -12.732  5.331
H  -42.304  -8.726  -2.721
H  -41.596  -8.196  4.388
H  -45.699  -11.327  6.351
H  -43.008  -13.670  2.244
H  -44.030  -7.263  3.752
H  -43.510  -7.461  -2.818
H  -43.509  -10.510  -1.020
H  -40.318  -11.108  2.833
H  -45.647  -7.633  -0.939
H  -42.155  -7.034  1.733
H  -41.346  -5.164  3.202
H  -45.350  -10.077  4.075
H  -44.308  -12.825  4.481
H  -43.937  -9.173  -3.005
H  -41.681  -13.652  3.344
H  -44.646  -9.965  7.060
H  -39.318  -9.640  2.913
H  -44.213  -11.695  7.209
H  -44.983  -12.560  0.541
H  -44.453  -6.939  2.316
H  -40.428  -10.113  4.232
H  -40.425  -7.498  3.286
H  -42.115  -9.898  -0.572
H  -47.445  -9.318  0.790
H  -41.671  -12.750  1.775
H  -45.699  -9.409  -1.157
H  -42.587  -5.527  4.419
H  -47.087  -8.367  2.319
H  -47.154  -7.619  0.723
H  -44.788  -9.218  5.171
H  -42.900  -10.387  5.593
H  -43.113  -4.936  2.824
H  -43.276  -7.802  -0.333


3.
Here is a cluster of 21 separate species, C37H71Cl40N2O in total at a distorted geometry from the Open Molecules 2025 dataset. Energies are from ωB97M-V with the def2-TZVPD basis set.

Calculated values
Charge: +1
Frontier orbital gap in Ha: 0.2851
E_HOMO in eV: -11.64
E_LUMO in eV: -3.9

Positions of all 151 atoms, in Å:
Cl  6.891  4.752  -6.619
Cl  2.972  1.995  10.348
Cl  5.765  -5.561  -0.714
Cl  0.971  0.247  -7.145
Cl  -5.346  -4.440  -3.034
Cl  2.080  -6.923  0.360
Cl  -7.227  1.057  -6.739
Cl  4.228  2.450  5.591
Cl  0.644  -0.088  6.397
Cl  -6.557  3.888  -6.374
Cl  -4.791  1.595  9.829
Cl  -3.640  4.322  -1.390
Cl  -2.183  2.476  3.373
Cl  -5.731  -2.387  8.488
Cl  3.556  0.731  14.881
Cl  4.433  4.823  -5.025
Cl  -2.228  1.097  8.495
Cl  3.364  -0.210  8.461
Cl  -4.234  -6.695  -1.543
Cl  0.663  -5.243  -6.548
Cl  -3.356  8.260  -4.468
Cl  -5.910  9.197  -5.556
Cl  -1.876  -5.151  -10.682
Cl  -1.456  -5.105  -4.527
Cl  2.526  2.723  -7.093
Cl  4.267  3.565  15.102
Cl  -6.404  -0.479  6.372
Cl  2.341  -0.629  4.064
Cl  6.183  -1.257  12.815
Cl  -0.844  4.944  -8.250
Cl  1.601  -7.644  -2.447
Cl  7.049  -3.138  14.888
Cl  -2.970  7.166  -1.095
Cl  -2.842  2.795  -8.347
Cl  4.503  -3.164  -1.859
Cl  -4.719  2.946  4.762
Cl  3.858  4.728  7.411
Cl  4.820  -5.259  -4.873
Cl  0.539  -3.497  -10.854
Cl  3.698  -7.946  -5.130
O  -0.828  3.771  -4.134
N  -3.490  -2.707  1.981
N  -3.986  -3.812  1.457
C  1.242  1.822  -7.907
C  -6.561  2.514  -7.488
C  2.423  2.455  -2.710
C  -2.443  -3.420  -0.295
C  2.323  -1.070  0.000
C  0.528  3.325  -4.133
C  1.558  -1.629  -1.206
C  -0.327  -6.154  -5.400
C  5.888  -1.883  14.444
C  4.565  -6.637  -5.946
C  -2.202  -0.676  2.283
C  -2.547  -1.901  1.502
C  -0.754  -4.099  -9.810
C  -1.721  2.676  -4.187
C  -6.842  -1.120  7.967
C  2.810  2.548  -1.228
C  -3.883  1.688  8.316
C  -2.073  4.049  -7.360
C  3.142  0.154  -0.442
C  -1.942  -2.272  0.278
C  -4.967  8.895  -4.096
C  2.238  1.389  -0.415
C  0.879  2.517  -2.895
C  4.374  2.103  14.119
C  1.962  -1.071  5.743
C  5.172  5.150  -6.603
C  4.400  -4.917  -1.628
C  -3.860  3.028  3.221
C  -0.828  -1.477  -0.348
C  0.304  -2.408  -0.823
C  -2.923  5.753  -2.153
C  -5.421  -6.184  -2.758
C  3.402  1.546  8.695
C  -3.470  -4.160  0.304
C  4.281  4.212  5.775
C  2.165  -8.199  -0.863
C  -1.618  -0.979  3.676
H  -2.028  -1.868  4.151
H  3.902  2.549  -1.184
H  -1.868  2.245  -3.194
H  2.490  3.513  -0.829
H  0.322  -6.634  -4.679
H  1.267  -0.839  -1.904
H  4.018  0.291  0.191
H  1.159  4.209  -4.168
H  -0.307  -4.667  -9.004
H  -1.400  1.911  -4.904
H  -1.891  5.529  -2.398
H  -2.836  4.742  -7.025
H  0.689  2.683  -5.004
H  -0.404  -0.828  0.410
H  -1.540  -0.029  1.726
H  -0.532  -0.987  3.630
H  -3.855  4.054  2.874
H  -7.842  -1.533  7.907
H  -1.207  -0.890  -1.185
H  2.230  -2.314  -1.724
H  -0.896  -6.895  -5.949
H  4.891  -2.306  14.473
H  -3.134  -0.121  2.419
H  -2.698  3.028  -4.520
H  5.418  1.849  13.983
H  0.328  2.399  -7.852
H  -1.306  -3.252  -9.421
H  5.056  6.204  -6.822
H  -3.899  -2.450  2.873
H  1.661  -2.112  5.765
H  2.843  -0.910  6.356
H  5.286  4.548  5.554
H  4.669  4.548  -7.350
H  0.485  2.977  -1.987
H  -3.854  -5.053  -0.190
H  4.403  1.899  8.486
H  -6.803  -0.308  8.683
H  -3.848  2.721  7.991
H  -7.165  2.768  -8.350
H  3.903  2.289  13.163
H  3.974  -6.303  -6.790
H  -5.538  2.316  -7.776
H  -1.868  -0.136  4.316
H  2.925  3.270  -3.235
H  1.628  -0.767  0.789
H  -0.051  -3.058  -1.623
H  3.194  -8.524  -0.958
H  2.692  1.999  8.015
H  3.488  -5.137  -1.087
H  1.275  1.084  -0.832
H  5.972  -1.066  15.149
H  -4.850  9.826  -3.556
H  -4.389  1.075  7.579
H  -6.410  -6.441  -2.401
H  0.550  -3.059  0.023
H  3.490  -0.045  -1.458
H  -2.058  -3.770  -1.243
H  1.522  1.666  -8.942
H  -1.596  3.578  -6.512
H  2.779  1.503  -3.107
H  4.373  -5.369  -2.612
H  -4.372  2.391  2.509
H  3.572  4.648  5.081
H  -5.200  -6.697  -3.686
H  1.533  -9.018  -0.542
H  2.958  -1.845  0.429
H  -3.482  5.976  -3.052
H  2.048  1.666  0.624
H  -5.491  8.167  -3.488
H  5.526  -7.012  -6.279
H  0.553  1.481  -2.980


4.
Here is the molecule C15H19NO6S from the Open Molecules 2025 dataset. Energies are from ωB97M-V with the def2-TZVPD basis set.

Calculated values
Frontier orbital gap in Ha: 0.3127
E_HOMO in eV: -8.83
E_LUMO in eV: -0.3
SMILES string: COc1ccc(/C=C/C(=O)O)cc1S(=O)(=O)NC[C@@H]1CCCO1

Positions of all 42 atoms, in Å:
S  -1.690  -0.874  -1.975
O  -1.757  -2.147  0.604
O  -3.074  1.993  0.990
O  6.754  0.150  0.164
O  -1.272  -0.024  -3.052
O  5.779  0.947  -1.683
O  -2.204  -2.177  -2.275
N  -2.785  -0.049  -1.060
C  -2.643  2.310  -0.324
C  4.478  -0.268  -0.095
C  -1.102  2.329  -0.307
C  3.320  -0.195  -0.765
C  2.040  -0.736  -0.363
C  -0.739  2.055  1.155
C  5.695  0.341  -0.643
C  1.837  -1.414  0.842
C  -0.498  -1.739  0.349
C  -0.297  -1.069  -0.859
C  -3.188  1.302  -1.358
C  0.598  -1.910  1.197
C  -2.001  -2.935  1.750
C  0.937  -0.582  -1.212
C  -2.007  1.381  1.681
H  -2.781  1.551  -2.340
H  -2.176  1.538  2.748
H  2.663  -1.556  1.521
H  4.598  -0.761  0.856
H  1.030  -0.080  -2.163
H  -1.815  -2.371  2.670
H  -3.425  -0.628  -0.549
H  -3.054  -3.206  1.699
H  3.334  0.325  -1.715
H  -0.569  2.991  1.688
H  0.140  1.421  1.258
H  0.489  -2.426  2.138
H  -1.984  0.304  1.471
H  -3.066  3.294  -0.562
H  -0.726  1.542  -0.958
H  7.543  0.560  -0.223
H  -4.278  1.372  -1.391
H  -0.711  3.283  -0.653
H  -1.394  -3.844  1.746


- The lowest E_HOMO belongs to which entry?
  C37H71Cl40N2O


- The highest frontier orbital gap belongs to which entry?
  C4H11N3O2


- Which of these has the highest E_LUMO?
  C4H11N3O2


- E_LUMO of number 4 (C15H19NO6S)?
  -0.3 eV